A molecular structure, C30H37AsIN4OOsS2Si. Source: OMol25; level of theory: wB97M-V/def2-TZVPD.

Calculated values
- Charge: +1
- HOMO (alpha / beta): -10.52 / -10.53 eV

XYZ file:
```
78
Properties=species:S:1:pos:R:3:mulliken_charge:R:1
C -4.49683 2.67621 -0.10256 -1.02
H -1.50230 2.47636 -3.29965 0.58
I 2.20059 -2.41380 5.88906 0.15
C -3.04783 -0.89629 -2.49260 -1.07
H 4.36637 -0.06781 -2.32973 0.39
H 4.28747 1.66426 0.46410 0.36
H 3.42744 0.47958 5.68129 0.47
C -1.94182 3.60339 -0.69014 -0.13
H -5.00598 4.73543 0.20918 0.44
H -5.48570 2.30938 0.13590 0.47
C -0.78726 -3.50329 0.24542 -0.07
H -0.77542 -5.63353 -0.01549 0.45
H 0.00490 -0.86697 -2.77519 0.15
H -2.62991 -1.36556 -3.38006 0.30
C 2.82112 0.36069 4.79434 -0.28
C 0.13354 -1.85819 -2.33455 0.18
N 1.23284 0.06958 2.53174 0.71
Si 2.95095 -0.32166 -0.27842 0.87
C 2.14256 1.91978 -2.23385 -0.42
H -1.46212 -4.78081 -1.39189 0.30
H 3.24635 2.30980 3.99040 0.55
H 5.28893 0.23772 0.20815 0.49
C 1.12616 1.36744 -1.43939 0.32
C 1.33348 -0.92217 3.43350 -0.33
C -1.90879 -0.10744 3.63548 0.56
H 1.17955 -1.93125 -2.04472 -0.11
H 0.15999 -2.69047 -4.31632 0.40
H -1.29587 -3.11757 -3.43041 0.29
H 2.13458 -2.66786 -0.15405 0.27
C 1.87143 2.60607 -3.40161 -1.03
H -4.12547 -0.82224 -2.64104 0.41
H 1.83326 1.96777 1.99015 0.48
C -2.23543 2.25040 -0.74543 -0.35
N -2.92361 -1.17432 5.74876 -0.43
C -2.48039 -0.67886 4.81192 -0.36
H 3.69391 -2.46161 0.61161 0.58
H 0.75729 -1.81304 3.24016 0.63
H 0.22479 -3.91189 -3.05499 0.38
S -1.08066 1.80237 1.98835 -0.26
H -3.69514 0.71304 -0.45516 0.23
S -1.62577 -1.17178 2.29858 -0.31
H 2.68954 3.01155 -3.98074 0.44
N -1.99832 2.91544 5.43898 -0.45
C -2.76288 -1.70129 -1.22849 -0.82
H -2.72899 5.54992 -0.30751 0.44
H 0.04723 -3.44249 0.94389 0.24
H 0.28716 -4.79467 -1.13601 0.27
C 3.55079 -0.72282 -2.02237 -1.48
C 0.55978 2.77044 -3.83009 -1.02
H 2.23521 -2.03398 1.49407 0.04
C -0.67869 -4.74159 -0.63436 -1.40
As -0.88748 -1.77561 -0.67155 -0.14
H 0.33720 3.27837 -4.75718 0.45
H 3.94326 -1.74207 -2.01519 0.56
C -4.22704 4.03577 -0.05863 -0.69
N 1.40203 0.60806 -0.28984 -0.63
H -3.31057 -1.31105 -0.36925 0.55
C 2.12197 -0.81607 4.56285 -0.84
H -0.94419 3.96081 -0.90460 0.49
H 3.17043 1.81790 -1.91488 0.51
C -3.50028 1.77598 -0.44637 0.12
C -1.84039 2.15704 4.58952 -0.20
H -1.69681 -3.53805 0.84956 0.59
C -0.18306 1.66766 -1.83443 -0.06
O -1.23683 1.28841 -0.99316 1.31
H -2.64971 0.11477 -2.43154 0.09
C 4.33375 0.58335 0.60964 -1.41
C 2.72046 1.37519 3.85984 -1.09
C 1.93294 1.19790 2.73986 -0.26
C 2.70230 -2.01187 0.51029 -1.02
C -2.95029 4.49259 -0.35147 -0.89
C -0.46774 2.30878 -3.02869 -0.58
H 4.34574 0.38657 1.67938 0.36
C -1.60911 1.21553 3.55241 0.70
H 2.78593 -0.66214 -2.79374 0.40
H -3.06640 -2.74409 -1.34967 0.61
C -0.22309 -2.95970 -3.33171 -1.71
Os -0.11501 0.11460 0.95031 2.30
```

---

A molecular structure, C30H37BBaN15O4. Source: OMol25; level of theory: wB97M-V/def2-TZVPD.

Calculated values
- <S²>: 0.7539
- Multiplicity: 2
- Charge: +2
- HOMO (alpha / beta): -13.82 / -13.82 eV

XYZ file:
```
88
Properties=species:S:1:pos:R:3:lowdin_spin:R:1
C 2.73587 0.28084 5.01900 0.00
C -0.55272 -4.50895 0.48951 0.00
C 2.29052 -0.28838 -3.71599 0.00
N -3.57825 -4.05006 0.09756 0.00
N -1.16918 -3.31868 0.32669 0.00
C -4.87182 -4.10862 -0.33191 0.00
H 5.62581 -3.19056 -0.93594 0.00
H -6.56109 -5.33349 0.34482 0.00
H 3.22730 -0.64284 -3.28901 0.00
N -0.78308 2.07126 -2.37646 0.00
H -4.55151 -2.47790 1.89527 0.00
C -3.97060 -0.34182 2.18255 0.00
C -4.54919 -5.51228 1.31881 0.00
O 7.02740 -2.29846 4.92134 0.00
H 1.79969 -2.41465 -1.95112 0.00
H 0.22477 -2.51936 -2.29737 0.00
H 0.36588 1.45373 2.97917 0.00
H 3.66809 2.11263 -3.18288 0.00
H 2.03542 3.35056 -1.65859 0.00
N 3.30583 -1.18966 0.45093 0.00
N 1.87484 0.23170 2.33812 0.00
N -2.14362 -1.49289 -2.23931 0.00
B -2.53512 -3.07248 -0.27589 0.00
H 3.71980 0.83066 -1.98419 0.00
H -3.67641 1.10727 0.64152 0.01
H 3.65550 3.13188 -1.03358 0.00
C 3.07727 1.60362 -2.40894 0.00
C 2.99159 -0.44857 2.72089 0.00
C 4.60023 -1.20568 4.43331 0.00
N 2.13522 1.89980 -0.16811 0.00
C -2.96954 -3.50248 -2.76225 0.00
C 3.99127 -1.88453 -0.43184 0.00
C 3.43970 -0.45185 4.04889 0.00
C -3.08947 0.45396 1.30163 0.01
C 1.16728 1.86433 -3.86834 0.00
H -3.10817 -3.14854 -4.92741 0.00
H 0.32043 -1.08192 -4.10439 0.00
H 3.64713 -1.84006 -1.45562 0.00
N 1.89682 0.93262 -2.98624 0.00
H -3.31512 -4.50044 -2.55199 0.00
H 1.35552 -5.04414 1.43735 0.00
H 1.39826 -2.32350 1.87576 0.00
O -1.19162 1.69882 1.01949 0.63
H -0.49457 3.00985 -2.10957 0.00
C 5.56222 -2.71000 1.14565 0.00
H 1.48337 2.88597 -3.64478 0.00
Ba 0.05988 0.09872 -0.56382 0.01
C 1.26779 -1.41352 -3.68128 0.00
C -4.01046 -1.57165 1.67676 0.00
H -5.22680 -3.49330 -1.14167 0.00
C -5.53116 -5.03693 0.42737 0.00
C 4.86028 -1.98499 2.12802 0.00
H 1.04022 1.55692 5.32846 0.00
C 5.11972 -2.65350 -0.14739 0.00
H -0.69225 0.80404 -4.04448 0.00
C 0.63819 -4.30256 1.13730 0.00
C 0.66631 -2.92119 1.36181 0.00
H 3.07726 0.28432 6.04552 0.00
N 6.37866 -2.75803 4.01075 0.00
C 5.24395 -1.94100 3.51603 0.00
H 1.84236 2.56124 0.54285 0.00
H 2.78972 1.27252 0.29146 0.00
C -2.34435 -1.56875 -3.54739 0.00
N -2.55102 -2.70659 -1.75017 0.00
O -2.02648 1.25543 1.92502 0.34
O 6.51920 -3.85789 3.51228 0.00
H 4.94202 -1.19348 5.45867 0.00
C -0.34457 1.79658 -3.76202 0.00
N -2.48248 -0.53996 0.39735 0.01
N -3.05259 -1.61398 0.56956 0.00
N -3.39054 -4.92197 1.13406 0.00
C 2.74053 2.59553 -1.30594 0.00
N 1.01329 -1.87723 -2.30213 0.00
H 1.62418 -2.22940 -4.31810 0.00
N -0.40728 -2.32302 0.86737 0.00
H -0.78945 2.51300 -4.45840 0.00
C -2.85253 -2.80997 -3.94004 0.00
H 2.52445 -0.06020 -4.76360 0.00
C 1.62066 0.97166 4.63153 0.00
C 3.74195 -1.22766 1.73035 0.00
H -1.02297 -5.41292 0.15036 0.00
H 1.44717 1.69523 -4.91494 0.00
H -4.54444 0.03997 3.01096 0.00
H -1.79776 2.10545 -2.34112 0.00
H -4.64415 -6.26313 2.08541 0.00
C 1.24650 0.89896 3.28814 0.00
H -2.13261 -0.71484 -4.17026 0.00
H 6.42454 -3.29966 1.41352 0.00
```

---

A single C30H37BBrI2N3O7S molecule. Source: OMol25; level of theory: wB97M-V/def2-TZVPD.

Calculated values
- SMILES: CCOB(O)N1c2cc(N)c(CC(=O)Br)cc2Sc2c(CC(=O)I)c(OC[C@H](C)C(C)C)c(CC(=O)N(C)C)c(CC(=O)I)c21
- Charge: 0
- HOMO: -8.11 eV

XYZ file:
```
82
Properties=species:S:1:pos:R:3:mulliken_charge:R:1
C -6.53442 1.08434 0.96362 -1.59
H 0.07070 1.78421 3.57261 0.65
H -3.60331 -2.33039 -3.72859 0.43
C -2.57241 -3.07604 -0.63158 -0.89
H 3.46366 0.37447 -2.47614 0.51
H 4.87060 1.84184 -3.56867 0.28
I 1.01171 -4.26157 0.60249 -0.06
C 3.87156 2.53684 0.66969 -0.92
H 5.79490 -3.46884 -0.06716 0.26
N 4.87210 2.58800 -2.88856 -0.53
I 1.60594 1.40466 6.12226 -0.02
H 5.81253 2.94872 -2.79896 0.24
O 1.01755 -4.02027 -2.32020 -0.54
C -3.27641 1.86334 0.03098 -1.78
H -4.67940 -4.07302 -2.78050 0.39
H -5.40766 1.73612 2.66130 0.24
O 5.72779 5.68083 -2.42484 -0.46
O 3.93073 -1.95648 1.16313 -0.64
H -4.29046 -4.66221 -1.16677 0.33
N -2.90046 -3.26423 -1.98817 0.29
H 4.81719 -2.88382 -2.74000 0.38
H 3.30081 -1.87464 1.88925 0.32
H -3.62249 1.04305 3.28158 0.34
H -0.83760 -2.10932 -1.96101 -0.15
H -3.21004 -1.79163 0.86587 0.54
H -2.87457 2.80541 0.40461 0.46
H -3.92675 2.06897 -0.82087 0.39
H 0.82095 -1.46317 -2.11259 0.66
C -0.13691 0.05681 2.32368 0.75
C -5.43117 3.30598 1.21844 -1.67
H -2.30096 1.67763 2.30934 0.24
O -2.32557 -4.03403 0.06339 -0.60
H 3.96521 3.15882 1.55156 0.43
Br 3.02319 5.53505 -2.10628 -0.18
H -6.34907 3.72225 1.63349 0.49
C 5.16116 4.29920 -0.55480 -0.86
B 3.33612 -1.80942 -0.05967 0.95
C 4.43019 2.98138 -0.52270 0.53
C -3.08478 0.91314 2.34323 -0.81
C -1.24149 -1.16321 0.51572 0.12
C 4.30669 2.18374 -1.66952 0.81
C 4.94291 -2.43305 -1.75614 -0.10
H -4.32147 0.13118 0.78007 -0.16
C 3.03506 0.55176 -0.39823 -1.00
O 0.88543 -1.09677 4.76466 -0.43
C 1.13248 -0.65391 0.37927 -0.25
C -4.01580 1.11570 1.13671 1.31
H -4.33039 -1.69503 -2.25538 0.43
N 2.34659 -0.70647 -0.38669 0.83
H -3.39339 -5.24801 -2.59503 0.30
H 4.85045 4.88685 0.31288 0.39
H -1.20986 0.66016 4.08469 0.45
C -0.01739 -1.24540 -0.15763 -0.27
O 3.69248 -2.65261 -1.08530 -0.58
C -3.86519 -4.38708 -2.12717 -0.94
H -7.45515 1.62698 1.19408 0.48
H -2.42906 1.28659 -0.34822 0.30
C 0.70396 -3.38708 -1.37563 0.14
C -1.27669 -0.50238 1.74912 0.22
C 0.11530 -1.97750 -1.45960 -0.41
C 3.19292 1.32858 0.74719 0.39
C 0.69449 0.06496 4.69191 0.03
C 1.06317 -0.00660 1.61127 1.13
C 3.58471 0.99283 -1.59411 -0.76
H -3.01481 -0.93443 -0.64065 0.16
C -0.20504 0.73434 3.67010 -1.36
C -2.56495 -1.69455 -0.00604 0.16
C -5.34350 1.82318 1.57510 0.53
H -4.58909 3.86712 1.62447 0.35
H 6.24448 4.18288 -0.48019 0.33
H 6.93801 -2.39416 -0.86169 0.35
C 4.89407 5.17662 -1.75212 0.38
H 5.11526 -1.36609 -1.91246 0.06
H -6.45442 1.04641 -0.12439 0.31
C 6.12098 -3.09246 -1.03504 -1.13
H -2.67662 -1.26204 -2.68413 0.33
S 2.50809 0.76903 2.27090 -0.31
O -2.47064 -0.37910 2.42484 -0.71
H -5.47056 3.45615 0.13919 0.34
H -6.65233 0.08182 1.37457 0.37
H 6.48979 -3.94569 -1.60221 0.31
C -3.39960 -2.07518 -2.69157 -1.26
```

---

no.,F_max (eV Å⁻¹),electronic energy (eV)
1,1.50,-140667.75043
2,2.06,-63606.51706
3,1.73,-148271.72982